{"formula": "C11H13CeFN7S3Sb", "method": "ωB97M-V/def2-TZVPD", "total_energy_ev": -76737.28276, "homo_ev": [-7.379, -7.379], "e_lumo_ev": [-0.42, -0.43], "e_above_lowest_kcal_mol": 0.0, "gap_ev": [6.96, 6.95], "multiplicity": 1, "symbols": ["Ce", "Sb", "S", "S", "S", "F", "N", "N", "N", "N", "N", "N", "N", "C", "C", "C", "C", "C", "C", "C", "C", "C", "C", "C", "H", "H", "H", "H", "H", "H", "H", "H", "H", "H", "H", "H", "H"], "xyz": [[-1.163, -0.603, 0.548], [-3.918, 0.325, 1.760], [-3.137, 1.245, -0.350], [-1.613, 0.774, 2.733], [-3.119, -2.102, 1.327], [2.858, -1.024, 5.733], [-1.610, -1.389, -1.971], [2.171, 2.017, -1.631], [0.641, 0.936, -0.491], [-3.408, -1.002, -3.212], [-2.686, 1.094, -4.150], [-1.415, -0.296, -2.706], [-2.509, -0.028, -3.408], [1.656, 2.935, -0.707], [0.373, -1.997, 3.211], [2.174, -1.100, 4.540], [1.148, -2.015, 4.375], [0.658, -1.047, 2.256], [-2.843, -1.809, -2.311], [0.748, 2.211, 0.020], [1.523, 0.844, -1.502], [1.732, -0.270, -2.435], [2.517, -0.223, 3.515], [1.790, -0.240, 2.324], [1.638, 0.081, -3.489], [3.398, 0.396, 3.635], [0.932, -2.713, 5.161], [-1.860, 1.676, -4.352], [2.706, -0.702, -2.216], [0.096, 2.529, 0.838], [2.899, 2.268, -2.300], [0.916, -0.997, -2.198], [-0.476, -2.716, 3.101], [-3.583, 1.256, -4.614], [-3.328, -2.644, -1.830], [2.139, 0.351, 1.473], [1.956, 3.978, -0.678]], "atomic_forces_ev_per_a": [[0.41, 0.58, 1.21], [1.61, -0.27, -0.19], [0.06, -0.77, 0.64], [-1.36, -0.09, -0.53], [-0.47, 0.76, -0.10], [-0.43, -0.24, -0.84], [-0.83, 0.64, -1.62], [0.04, 1.28, 0.09], [0.92, -0.27, -1.03], [-0.69, 0.65, -0.44], [0.25, 0.53, -0.42], [0.38, 1.83, -0.41], [0.90, -3.24, 2.28], [-0.11, -0.87, 0.23], [0.05, -0.29, 0.81], [-0.15, 0.42, -0.19], [0.00, -0.15, 0.21], [-0.82, -0.05, -2.75], [0.09, 0.99, -0.27], [-0.19, 0.77, -0.18], [-0.67, 1.17, 0.85], [-0.92, -0.69, 0.15], [0.54, -0.27, 0.06], [0.24, -0.24, 0.90], [0.16, -0.44, 0.76], [-0.05, 0.09, 0.05], [-0.01, -0.22, 0.33], [-0.82, -0.95, 0.40], [0.05, -0.28, -0.38], [0.36, -0.10, -0.35], [-0.51, -0.46, 0.27], [0.94, 0.33, -0.57], [0.73, 0.80, 0.19], [0.70, -0.58, 0.58], [-0.09, 0.06, -0.26], [-0.30, 0.02, 0.44], [0.02, -0.45, 0.07]], "lowdin_charge": [-0.2327, 0.5845, -0.1197, 0.0618, -0.0238, 0.0227, -0.0956, 0.0986, -0.0265, 0.1351, 0.1339, 0.0403, -0.2451, -0.0515, -0.1479, -0.2601, -0.0186, -0.3632, -0.2091, -0.1331, -0.3858, -0.0107, -0.0201, -0.1356, 0.0999, 0.1100, 0.1081, 0.1279, 0.0889, 0.1034, 0.1684, 0.0646, 0.1016, 0.1259, 0.1073, 0.0820, 0.1142]}